A structure of composition C31H31AlN4OS2Te, computed with ωB97M-V/def2-TZVPD.

Each line ends with the Mulliken spin population.
Geometry (Å):
S  2.6465  -1.9421  0.2111  -0.003
C  0.5356  -2.7733  3.6137  0.209
H  -0.4494  2.0293  5.4750  0.002
H  3.1597  0.4901  1.6393  0.017
H  -2.6525  -0.6788  1.4018  0.002
C  -1.3176  2.2948  -2.7745  0.000
H  -0.3954  2.2519  -2.2140  0.000
C  0.9341  1.8594  0.5845  0.000
C  2.1662  3.7499  1.5911  -0.002
H  -1.1422  1.9470  -3.7945  0.000
C  0.2769  0.8130  3.9049  0.055
H  -6.9159  1.6510  -1.9432  0.000
C  2.2216  -3.5658  0.7397  0.069
H  5.0118  3.8745  3.4208  0.000
H  -0.5070  -2.2299  6.0984  0.001
H  3.1132  0.9368  -3.9328  0.000
C  2.0980  2.3756  1.3686  -0.008
H  2.4561  -0.7524  -5.6227  0.000
C  1.5530  0.3866  -2.5743  0.003
N  0.5474  -0.4339  3.4258  0.122
C  -2.4354  1.5138  -2.1440  -0.001
C  -4.8445  1.1125  -2.1399  0.000
C  1.9001  -0.6656  -4.6987  0.000
H  -1.0081  -2.8780  -2.1002  0.000
H  1.3867  4.3805  1.1877  0.000
O  0.1997  2.6013  -0.0388  0.001
H  4.9268  1.4389  2.9839  -0.001
H  -3.1723  -2.0119  0.3641  0.000
C  4.1468  2.0882  2.6103  -0.002
H  3.2504  5.3520  2.5012  0.000
H  -2.0311  -1.8040  -3.0716  0.000
H  0.4074  -3.7294  4.1016  0.022
C  -0.2544  1.0216  5.1403  0.060
C  0.4737  -0.4588  -2.3679  0.000
C  -1.0842  -2.3513  -3.0558  0.000
H  1.8411  1.1183  -1.8313  -0.001
H  4.2051  -5.1330  -1.9684  0.000
H  -0.9509  0.0501  6.9519  0.004
H  -5.5669  -0.2351  -0.6367  0.000
N  0.7513  0.5000  0.6399  0.016
C  -0.5390  -0.0945  5.9625  0.090
C  3.2084  4.2849  2.3293  0.001
C  2.2710  0.2821  -3.7547  0.000
C  -3.3909  -0.9821  0.6565  -0.002
H  -6.5907  0.4602  -3.1937  0.000
C  -3.4491  -0.0465  -0.5302  0.002
H  0.5499  -2.2501  -5.2056  0.000
H  3.2865  -3.6222  -2.0966  0.001
C  0.0862  -1.4322  -3.2865  -0.002
H  -3.8286  2.4689  -3.4382  0.000
C  3.1026  1.5557  1.8687  -0.002
H  4.6727  -3.7445  -0.9759  0.001
C  0.2485  -1.5283  4.2144  0.144
C  4.1965  3.4556  2.8461  -0.001
H  -1.1347  -3.1141  -3.8298  0.000
C  0.8236  -1.5082  -4.4658  0.000
C  3.8305  -4.2727  -1.4156  -0.001
C  -4.6914  0.2333  -1.0719  0.000
C  -2.3252  0.5841  -1.1029  0.005
H  -4.3562  -0.9871  1.1587  0.000
Te  -0.5640  -0.4136  -0.5536  -0.016
H  0.5122  1.6383  3.2474  0.022
C  -6.2068  1.3655  -2.7206  0.000
C  -3.7182  1.7464  -2.6369  0.000
N  1.4799  -3.8238  1.7623  -0.052
Al  1.3216  -0.9382  1.7454  0.029
H  -1.6068  3.3448  -2.8288  0.000
C  -0.2936  -1.3549  5.4997  0.009
H  -6.1836  2.1549  -3.4692  0.000
S  2.7553  -4.9769  -0.1564  0.026
N  1.0520  -2.6783  2.3956  0.180

Values from the calculation:
- HOMO (spin up / spin down) (hartree) = -0.3336 / -0.3887
- M (g mol⁻¹) = 694.3
- spin multiplicity = 2
- largest force on an atom (eV/A) = 0.43
- total charge = +1
- LUMO (spin up / spin down) (Ha) = -0.101 / -0.131
- ΔE to the lowest compared entry with this formula, charge and spin (kJ/mol) = 64.3

=====

A structure of composition C31H31BF4N5O6Sc, computed with ωB97M-V/def2-TZVPD.

Each line ends with the Mulliken charge.
Geometry (Å):
F  1.9880  -1.7075  -1.9359  -0.279
B  1.1940  -1.9579  -0.8310  0.469
C  1.2276  1.4415  -3.1965  0.451
H  2.4903  3.5119  -0.9676  0.512
H  3.3397  2.2693  0.9740  0.490
C  2.1035  0.8861  -4.1455  -0.198
H  4.2842  0.8427  1.4181  0.466
C  -0.2844  -0.4149  -3.5953  0.813
C  -0.8067  3.3104  1.4324  0.323
H  1.6338  -3.8725  5.7213  0.371
N  2.6359  2.8429  -1.7457  0.006
C  -1.0269  4.1095  2.5383  -0.782
C  3.4088  1.1841  0.8653  -1.342
H  4.3378  0.0805  -0.7566  0.747
C  -0.8930  -2.6930  3.7577  -0.615
H  3.1933  -1.7146  -5.4941  0.326
C  0.3384  -2.7402  4.4276  0.179
H  -4.3081  3.3103  2.9282  0.545
C  2.7191  -0.8168  -5.8965  -1.760
C  0.4955  3.0704  0.7104  0.119
N  2.2290  0.5978  1.4843  0.881
C  -2.4165  -1.9057  2.0243  -0.816
C  0.5844  -0.8795  -4.5584  -0.505
H  0.6884  3.1824  -2.1123  0.644
H  2.3134  -1.9528  4.4264  0.361
C  3.5296  0.8010  -0.6292  0.919
H  -1.6557  -3.4207  4.0201  0.461
O  -3.3267  1.0616  -0.3115  -0.249
C  2.2259  -0.2422  2.4683  -0.205
H  0.1190  -3.3619  6.4731  0.318
C  -2.2990  4.1074  3.1013  -0.398
H  0.1201  -4.6900  5.3172  0.381
H  -4.4096  -2.5833  0.8806  0.622
C  3.7951  1.9678  -1.5991  -1.345
N  -1.9327  -1.2257  -2.0236  0.355
H  3.0359  1.3977  -4.3581  0.599
O  -0.9105  1.3185  -2.1107  -0.925
C  -4.0795  -1.6339  0.4417  -1.227
H  -4.3044  -0.7413  -1.5029  0.272
C  1.3192  -1.8834  3.9952  -0.804
C  -0.2096  -0.7806  2.4113  -0.314
H  0.3589  -1.8206  -5.0513  0.426
H  3.1948  -0.4853  2.8981  0.328
C  1.7828  -0.2316  -4.8725  0.412
Sc  -1.3680  0.4917  -0.3183  -1.323
H  -3.1036  -2.6493  2.4483  0.208
H  2.1841  -1.0997  -6.8037  0.394
N  -2.7512  -1.2952  0.9580  0.708
C  -2.8581  -2.2998  -1.6927  -1.070
O  -5.1096  1.6079  0.9399  -0.769
F  0.3591  -0.7204  -0.6112  0.905
H  -3.0839  -2.9022  -2.5791  0.648
C  0.5694  -3.7230  5.5456  -1.710
C  -1.3503  -1.2969  -3.1491  -0.743
C  -1.1671  -1.7853  2.7552  0.917
F  1.9605  -2.1099  0.3161  -0.298
H  -1.5743  -2.1328  -3.8207  0.310
N  -1.7711  2.5803  0.8924  0.060
O  1.4205  3.9020  0.7560  -0.861
H  -2.3476  -2.9483  -0.9741  0.289
H  -0.2212  4.6981  2.9546  0.517
H  3.5000  -0.1070  -6.1665  0.394
F  0.3040  -2.9952  -1.0190  -0.336
H  4.6178  2.5892  -1.2437  0.500
C  -3.9344  1.6879  0.6318  -0.001
C  -2.9920  2.6004  1.4017  0.634
C  -4.1377  -1.7301  -1.0826  -0.739
H  2.6162  0.2981  -0.9436  -0.812
C  1.0987  -0.9251  2.9840  0.966
O  0.5097  1.9742  0.0698  0.352
C  -3.3052  3.3461  2.5265  -0.547
O  -0.5073  0.1695  1.6282  0.437
H  -2.5016  4.6979  3.9853  0.446
C  1.5309  2.5451  -2.3521  -1.041
H  -4.7777  -0.8563  0.7606  0.194
H  -4.9900  -2.3573  -1.3476  0.581
C  -0.0500  0.8313  -2.9362  0.438
H  1.3352  0.8238  1.0276  -0.978
H  4.0730  1.5524  -2.5625  0.295

Values from the calculation:
- HOMO (hartree) = -0.2947
- M (g mol⁻¹) = 701.4
- largest force on an atom (eV/A) = 0.83
- total charge = 0
- LUMO (Ha) = -0.019
- ΔE to the lowest compared entry with this formula, charge and spin (kJ/mol) = 0.0

=====

A cluster of 2 separate species, C31H31BF4O2S in total, computed with ωB97M-V/def2-TZVPD.

Each line ends with the natural charge from an NBO analysis.
Geometry (Å):
H  -0.3842  1.5698  0.6885  0.212
C  0.2900  1.3967  3.9907  -0.165
C  -3.7940  5.1200  2.8802  -0.240
H  2.0633  2.2493  0.6538  0.220
O  -2.7853  1.0261  1.6813  -0.747
C  2.2429  2.0934  2.7700  -0.204
C  1.6479  1.7537  3.9769  -0.215
H  -3.0872  -1.2520  0.7899  0.194
H  -5.1454  2.1059  2.6205  0.236
H  -4.7060  -1.6710  1.4306  0.194
C  0.2129  -2.1764  2.4022  0.178
C  -4.9269  -0.1459  4.3940  -0.626
F  4.2182  2.7409  1.5508  -0.334
H  -4.5376  -0.4761  0.1265  0.210
C  0.1835  1.6509  1.6098  -0.176
H  2.2425  1.7954  4.8879  0.217
F  3.6673  3.9161  3.3315  -0.331
O  -2.7257  0.7904  4.0618  -0.722
C  2.4810  -2.9699  5.2860  -0.316
C  -3.5042  4.8273  4.1982  -0.274
H  -4.7182  -0.2702  5.4656  0.213
C  1.5436  2.0061  1.5764  -0.206
C  -2.8724  -1.5018  3.6686  -0.627
H  2.5968  -1.8120  3.4978  0.230
C  -2.1734  -4.6612  0.7690  -0.228
C  1.6292  -3.7511  6.0804  0.482
H  -2.3595  -1.5349  4.6417  0.215
F  4.4970  1.8894  3.5546  -0.339
C  -0.2077  -3.4317  4.5803  -0.095
C  -2.1681  -4.1778  -0.5500  -0.094
C  -5.1764  1.2681  1.9127  -0.655
C  -3.6510  -0.1741  3.5736  0.242
S  -3.2407  3.8436  1.8606  0.395
H  -0.3487  -4.5866  6.4283  0.254
C  -1.3987  -3.0369  -0.8697  -0.233
H  -2.7776  -5.5471  1.0210  0.237
C  -0.6730  -2.3754  0.1156  -0.094
C  1.9479  -2.3967  4.1411  -0.012
C  3.6527  2.6501  2.7947  0.982
B  -2.1114  1.3857  2.8866  0.765
H  -6.1408  0.7496  2.0430  0.198
C  -2.7066  3.6400  4.3560  -0.283
H  -1.3363  -2.6783  -1.9029  0.241
F  2.1365  -4.3354  7.2148  -0.306
H  -0.0783  -1.4873  -0.1354  0.242
C  -0.4604  1.4445  2.8233  -0.248
H  0.8468  -1.4056  1.9584  0.246
H  -3.8753  5.4482  4.9985  0.201
H  -5.1832  1.6845  0.8989  0.221
H  3.5327  -2.8639  5.5629  0.258
C  -1.3360  -4.0803  1.7292  -0.114
H  -3.4339  -2.4497  3.5666  0.187
C  -2.5483  2.9378  3.1735  -0.379
H  -2.2985  3.3443  5.3131  0.210
C  0.6157  -2.6604  3.7032  -0.211
C  -4.5322  6.2731  2.3224  -0.630
H  -5.4274  0.8252  4.2508  0.230
H  -4.9192  6.8977  3.1278  0.213
H  -5.5808  -0.9572  4.0380  0.194
C  -3.9635  0.3180  2.0462  0.282
H  -2.7445  -4.6895  -1.3302  0.235
H  -0.1933  1.1220  4.9250  0.214
H  -1.1814  -4.6319  2.6577  0.224
C  -0.6050  -2.8838  1.4527  -0.106
H  -1.2334  -3.6821  4.3240  0.237
C  -4.0772  -0.8487  1.0520  -0.621
H  -5.3867  5.8937  1.7494  0.210
C  0.2784  -3.9616  5.7764  -0.284
H  -2.0795  -1.4906  2.9042  0.185
H  -3.9002  6.8936  1.6727  0.213

Values from the calculation:
- HOMO (hartree) = -0.2346
- M (g mol⁻¹) = 554.5
- largest force on an atom (eV/A) = 3.29
- total charge = 0
- LUMO (Ha) = -0.136
- ΔE to the lowest compared entry with this formula, charge and spin (kJ/mol) = 389.3